9
Properties=species:S:1:pos:R:3:mulliken_charge:R:1 method="wB97M-V/def2-TZVPD" mol_weight_g_mol=161.009 orbital_gap_ev=7.728 fmax_ev_per_a=3.15 relative_energy_ev=3.933
C 1.597 -0.010 0.649 0.159
C -2.100 -0.304 -0.292 0.027
O 0.388 0.205 -1.460 -0.397
O 2.463 -0.404 -0.086 -0.508
S 0.091 0.591 0.000 0.177
Cl -2.924 1.196 -0.198 -0.073
Cl -2.439 -1.165 1.149 -0.076
H 1.624 0.020 1.739 0.314
H 1.300 -0.130 -1.501 0.376